Record 1
{
  "formula": "C4H5NO",
  "method": "the ωB97M-V functional and the def2-TZVPD basis",
  "orbital_gap_ev": 9.39,
  "e_tot_ha": -285.2679,
  "total_charge": 0,
  "multiplicity": 1,
  "e_above_lowest_ev": 3.992,
  "homo_ev": -8.7,
  "lumo_energy_ev": 0.7,
  "species": ["O", "N", "C", "C", "C", "C", "H", "H", "H", "H", "H"],
  "xyz": [[0.74309, 0.73275, -0.84374], [-1.49197, 0.41060, -1.27425], [-0.25035, -0.56561, 0.68988], [1.16860, -0.46076, 1.01948], [1.83340, 0.37793, -0.01167], [-0.40641, 0.13450, -0.47359], [-1.24033, 0.66460, -2.22435], [-2.21256, -0.29874, -1.24500], [1.15638, 1.02339, 1.23199], [-0.97707, -1.18413, 1.19809], [1.67722, -0.83453, 1.93316]],
  "atomic_forces_ev_per_a": [[0.175, -0.566, -0.069], [0.014, -0.226, -0.036], [0.274, -0.930, -0.443], [-0.828, 3.130, -0.029], [-1.285, 0.435, 1.820], [0.268, -0.315, 0.359], [-0.018, -0.020, 0.287], [0.081, 0.175, 0.010], [1.708, -2.043, -0.785], [-0.008, 0.249, -0.094], [-0.382, 0.112, -1.021]]
}

Record 2
{
  "formula": "C17H12BF10MnN3O7S2",
  "method": "the ωB97M-V functional and the def2-TZVPD basis",
  "orbital_gap_ev": [6.80, 6.83],
  "e_tot_ha": -4317.1035,
  "s_squared": 1.1716,
  "total_charge": -2,
  "multiplicity": 2,
  "e_above_lowest_ev": 2.275,
  "homo_ev": [-2.0, -2.1],
  "lumo_energy_ev": [4.8, 4.8],
  "species": ["Mn", "S", "S", "F", "F", "F", "F", "F", "F", "F", "F", "F", "F", "O", "O", "O", "O", "O", "O", "O", "N", "N", "N", "C", "C", "C", "C", "C", "C", "C", "C", "C", "C", "C", "C", "C", "C", "C", "C", "C", "B", "H", "H", "H", "H", "H", "H", "H", "H", "H", "H", "H", "H"],
  "xyz": [[0.43038, 0.33142, -0.34834], [-2.67052, 0.56822, -1.13564], [-0.88992, 0.11572, -3.30864], [0.21518, -1.91688, -0.22474], [-1.55132, -2.30058, -2.48434], [-3.82002, -1.94858, -1.22564], [-1.93242, -1.99818, -4.57624], [0.75268, -3.69318, 1.12706], [-4.96842, -0.38558, -2.13854], [0.93008, -3.89868, -1.11464], [0.07358, -2.34528, -3.91284], [-1.11082, -3.78408, -0.13294], [-4.83042, -0.51298, 0.00456], [2.35028, 0.08252, 0.34736], [-0.82842, 0.64712, -4.63804], [-0.30642, 2.46382, -0.46794], [-2.25652, 4.67102, -0.46724], [0.31048, 0.26312, -2.52884], [-1.76822, 0.03042, -0.16234], [-3.37242, 1.77592, -0.85674], [-2.25932, 0.47182, -2.64914], [1.83258, -0.38728, 2.56376], [0.74028, 0.36702, 2.57596], [4.30748, -1.79948, 0.28976], [-1.52802, 4.54902, -1.66504], [5.15108, -2.88098, 0.13826], [5.18628, -3.87708, 1.10136], [2.51038, -0.57858, 1.45086], [-1.44172, 2.44802, 2.96836], [4.37038, -3.77318, 2.21786], [3.51488, -2.69838, 2.36826], [-4.12402, -0.66028, -1.12544], [-1.06402, -1.74378, -3.57604], [-0.61512, 2.26672, 1.86966], [-2.75432, 4.00742, 1.71196], [0.61528, 1.47172, 1.90646], [-2.53642, 3.28722, 2.87896], [-0.92252, 2.86012, 0.60326], [-1.95662, 3.83772, 0.59316], [3.46818, -1.69938, 1.40046], [0.19458, -3.35808, -0.08024], [4.25658, -1.02888, -0.46554], [-3.56852, 4.71632, 1.64546], [1.50178, 1.99762, 1.49096], [-3.21542, 3.39672, 3.71426], [-1.94612, 5.30632, -2.33434], [2.84118, -2.63528, 3.20536], [-1.20852, 1.91732, 3.88066], [5.77048, -2.95788, -0.74694], [-1.63582, 3.55762, -2.10884], [-0.46442, 4.75352, -1.50664], [4.38938, -4.56148, 2.96026], [5.83328, -4.73728, 0.96766]],
  "atomic_forces_ev_per_a": [[-0.675, 0.626, 0.458], [-2.316, -0.600, -0.531], [-0.880, -0.978, -1.570], [0.170, 1.123, -0.105], [0.184, 0.012, 0.157], [0.450, 0.155, 0.030], [-0.047, 0.413, 0.010], [0.420, -0.034, 0.828], [0.235, 0.257, -0.058], [0.384, -0.164, -0.681], [0.226, 0.419, 0.155], [-0.861, -0.117, -0.102], [0.274, 0.232, 0.132], [-0.716, -0.169, -0.682], [0.007, 0.041, 0.240], [1.157, -1.588, -0.540], [-0.220, -0.289, 0.391], [0.611, 0.077, 1.571], [1.292, -0.281, 0.170], [0.196, 0.208, -0.113], [0.558, 0.261, 0.131], [1.913, -1.161, 0.151], [-1.781, 0.779, -1.177], [-0.214, 0.138, 0.078], [0.145, 0.038, -0.370], [0.189, -0.137, -0.051], [0.074, -0.012, -0.060], [-0.954, 1.029, 0.397], [0.027, -0.078, 0.025], [0.143, -0.180, 0.073], [-0.068, 0.161, -0.058], [-0.311, -0.077, -0.051], [-0.259, -0.205, -0.104], [-0.543, 0.396, -0.403], [0.140, -0.015, -0.150], [1.190, 0.228, 0.307], [-0.034, 0.024, 0.177], [-0.191, 0.047, 1.053], [0.201, 0.194, 0.147], [0.552, -0.260, -0.070], [0.107, -0.128, 0.004], [-0.054, 0.018, -0.012], [-0.089, 0.032, -0.059], [-0.436, -0.534, -0.029], [0.009, 0.064, 0.073], [0.021, -0.045, 0.021], [-0.129, 0.028, 0.102], [-0.006, -0.047, 0.085], [0.032, -0.007, -0.016], [0.029, 0.167, -0.003], [-0.070, -0.064, -0.066], [-0.064, 0.000, 0.052], [-0.020, 0.004, 0.043]]
}